one) ORCA calculation (ωB97M-V with the def2-TZVPD basis set) on a single C5H5N molecule.

```
! RIJCOSX wB97M-V def2-TZVPD def2/J DEFGRID3
* xyz 0 1
C -0.23 1.66 -0.30
C -0.31 0.26 -0.94
C -0.75 -0.81 0.01
C 0.70 -0.87 -0.57
C 0.19 -1.60 0.58
N 0.36 -2.32 1.56
H 0.04 1.35 0.67
H -1.12 2.27 -0.37
H 0.56 2.30 -0.58
H -0.68 0.41 -1.90
H 1.23 -2.65 1.86
*
```

Values from the calculation:
- HOMO level: -9.1 eV
- Structure (SMILES): CC1c2c1c2=N
- Kohn-Sham gap: 9.008 eV

Here are the Löwdin charges for atoms 1 to 6, given in e: C -0.05; C -0.26; C 0.12; C 0.19; C -0.48; N 0.14



two) ORCA calculation (ωB97M-V with the def2-TZVPD basis set) on a single C5H5N molecule.

```
! RIJCOSX wB97M-V def2-TZVPD def2/J DEFGRID3
* xyz 0 1
C 1.10 -3.14 -1.71
C 1.24 -1.96 -1.74
C -0.77 0.15 0.89
C 1.06 -0.51 -0.94
C -0.12 0.09 -0.42
N -1.82 0.88 0.87
H -0.37 -0.30 1.81
H 1.93 -0.62 -0.36
H 1.44 0.10 -1.91
H -0.90 0.53 -1.10
H -2.12 1.20 1.77
*
```

Values from the calculation:
- HOMO level (spin up / spin down): -10.2 / -8.8 eV
- Kohn-Sham gap (spin up / spin down): 9.146 / 6.118 eV

Here are the Löwdin charges for atoms 1 to 6, given in e: C 0.13; C -0.17; C -0.25; C -0.20; C -0.08; N 0.08



three) ORCA calculation (ωB97M-V with the def2-TZVPD basis set) on a single C5H5N molecule.

```
! RIJCOSX wB97M-V def2-TZVPD def2/J DEFGRID3
* xyz 0 1
C 0.90 -2.09 1.70
C 0.94 -0.97 1.23
C 0.87 0.27 0.38
N -0.21 1.31 0.80
C -0.40 0.65 -0.23
C -1.25 0.46 -1.36
H 1.52 -1.82 2.55
H 1.89 0.65 -0.07
H -1.89 -0.35 -1.30
H -0.58 0.39 -2.28
H -1.78 1.51 -1.41
*
```

Values from the calculation:
- HOMO level: -9.8 eV
- Structure (SMILES): C#C[C@@H]1N=C1C
- Kohn-Sham gap: 10.614 eV

Here are the Löwdin charges for atoms 1 to 6, given in e: C 0.00; C -0.10; C -0.21; N 0.22; C -0.40; C -0.01



The structure with the least stability is two).



one) ORCA calculation (ωB97M-V with the def2-TZVPD basis set) on 2 unconnected molecules or ions with the total composition C9H11O3.

```
! RIJCOSX wB97M-V def2-TZVPD def2/J DEFGRID3
* xyz -1 1
C -0.96 1.24 -3.35
C -0.95 0.08 -4.41
O -2.07 -0.51 -4.37
O 0.10 -0.27 -4.97
H 0.05 1.73 -3.20
H -1.21 0.73 -2.46
H -1.70 1.96 -3.67
C -0.82 -1.55 3.40
C 1.27 0.53 0.33
C 1.78 0.63 1.64
C 0.03 -0.06 0.04
C 1.07 -0.14 2.60
C -0.69 -0.68 1.06
C -0.12 -0.75 2.35
O 2.02 1.12 -0.64
H 2.85 0.79 1.74
H 2.74 1.65 -0.33
H -0.25 0.12 -1.00
H 1.65 -0.34 3.49
H -1.65 -1.16 0.84
H -1.85 -1.14 3.44
H -0.36 -1.39 4.36
H -0.94 -2.60 3.12
*
```

Values from the calculation:
- HOMO level: -3.7 eV
- Kohn-Sham gap: 6.514 eV

Here are the Löwdin charges for atoms 1 to 6, given in e: C -0.06; C -0.80; O -0.14; O -0.09; H 0.07; H 0.00



two) ORCA calculation (ωB97M-V with the def2-TZVPD basis set) on 2 unconnected molecules or ions with the total composition C9H11O3.

```
! RIJCOSX wB97M-V def2-TZVPD def2/J DEFGRID3
* xyz -1 1
C 0.86 -2.32 0.64
C -2.18 -0.14 0.03
C -2.41 0.33 1.33
C -1.17 -1.08 -0.17
C -0.47 -1.60 0.90
C -1.63 -0.11 2.37
C -0.68 -1.13 2.17
O -3.46 1.19 1.59
H -2.71 0.17 -0.86
H -1.13 -1.42 -1.20
H -1.83 0.14 3.41
H -3.34 1.45 2.50
H 1.49 -2.46 1.52
H 1.39 -1.70 -0.08
H -0.09 -1.43 3.02
H 0.78 -3.30 0.15
C 2.83 1.57 -2.19
C 1.66 2.42 -2.83
O 1.95 3.65 -2.77
O 0.69 1.79 -3.27
H 3.25 2.10 -1.34
H 3.59 1.37 -2.96
H 2.62 0.52 -1.95
*
```

Values from the calculation:
- HOMO level: -3.7 eV
- Kohn-Sham gap: 6.553 eV

Here are the Löwdin charges for atoms 1 to 6, given in e: C -0.05; C 0.01; C -0.31; C -0.03; C -0.29; C -0.04



The structure with the least stability is one).



one) ORCA calculation (ωB97M-V with the def2-TZVPD basis set) on a molecular structure, C3H6O.

```
! RIJCOSX wB97M-V def2-TZVPD def2/J DEFGRID3
* xyz 0 1
C -0.87 0.82 -0.21
C -0.48 -0.58 0.25
C 0.80 -0.77 0.52
O 1.89 0.04 0.07
H -0.38 1.02 -1.18
H -1.93 1.00 -0.33
H -0.28 1.56 0.34
H -1.22 -1.36 0.09
H 1.23 -1.58 1.11
H 1.25 -0.15 -0.66
*
```

Values from the calculation:
- HOMO level: -9.1 eV
- Kohn-Sham gap: 10.088 eV

Here are the Löwdin charges for atoms 1 to 6, given in e: C -0.10; C -0.14; C -0.23; O -0.02; H 0.07; H 0.07



two) ORCA calculation (ωB97M-V with the def2-TZVPD basis set) on a single C3H6O molecule.

```
! RIJCOSX wB97M-V def2-TZVPD def2/J DEFGRID3
* xyz 0 1
C 0.03 0.72 0.04
C 0.99 -0.43 0.03
O -0.18 -1.32 -0.31
C -1.14 -0.25 -0.01
H 0.13 1.14 -0.97
H 0.32 1.47 0.77
H 1.94 0.18 -0.43
H 1.50 -1.00 0.80
H -1.86 -0.14 -0.84
H -1.73 -0.37 0.92
*
```

Values from the calculation:
- HOMO level: -9.5 eV
- Structure (SMILES): C1COC1
- Kohn-Sham gap: 10.535 eV

Here are the Löwdin charges for atoms 1 to 6, given in e: C -0.19; C -0.19; O -0.13; C -0.18; H 0.11; H 0.11



three) ORCA calculation (ωB97M-V with the def2-TZVPD basis set) on a single C3H6O molecule.

```
! RIJCOSX wB97M-V def2-TZVPD def2/J DEFGRID3
* xyz 0 1
C -1.51 0.28 0.32
C 0.45 -0.43 0.68
O -0.22 0.74 0.77
C 1.47 -0.28 -0.40
H -1.99 1.20 0.03
H -1.42 -0.35 -0.58
H -2.03 -0.29 1.09
H 1.41 -1.17 -1.03
H 1.38 0.64 -0.99
H 2.44 -0.33 0.11
*
```

Values from the calculation:
- HOMO level: -8.2 eV
- Kohn-Sham gap: 8.796 eV

Here are the Löwdin charges for atoms 1 to 6, given in e: C -0.10; C -0.10; O -0.19; C -0.12; H 0.09; H 0.09



The structure with the least stability is three).



one) ORCA calculation (ωB97M-V with the def2-TZVPD basis set) on 2 unconnected molecules or ions with the total composition C3H6O.

```
! RIJCOSX wB97M-V def2-TZVPD def2/J DEFGRID3
* xyz 0 1
C 0.96 0.08 0.32
C 0.32 0.41 1.59
C -0.76 -0.55 -1.69
O 2.08 0.05 -0.07
H -0.75 0.05 1.64
H 0.99 0.17 2.49
H 0.04 1.52 1.43
H -0.55 0.09 -2.67
H -1.44 -0.17 -1.06
H -0.89 -1.65 -1.99
*
```

Values from the calculation:
- HOMO level (spin up / spin down): -7.6 / -8.5 eV
- Kohn-Sham gap (spin up / spin down): 8.078 / 8.897 eV

Here are the Löwdin charges for atoms 1 to 6, given in e: C -0.27; C -0.08; C 0.02; O 0.08; H 0.08; H 0.11



two) ORCA calculation (ωB97M-V with the def2-TZVPD basis set) on a single C3H6O molecule.

```
! RIJCOSX wB97M-V def2-TZVPD def2/J DEFGRID3
* xyz 0 1
C -1.29 -0.05 0.23
C 0.10 0.55 0.25
C 1.23 -0.25 -0.39
O 0.32 1.61 0.78
H -2.02 0.75 0.40
H -1.51 -0.56 -0.71
H -1.39 -0.78 1.05
H 0.88 -1.05 -1.03
H 1.86 0.43 -0.97
H 1.86 -0.68 0.40
*
```

Values from the calculation:
- HOMO level: -9.7 eV
- Structure (SMILES): CC(C)=O
- Kohn-Sham gap: 10.668 eV

Here are the Löwdin charges for atoms 1 to 6, given in e: C -0.03; C -0.50; C -0.03; O 0.06; H 0.08; H 0.08



three) ORCA calculation (ωB97M-V with the def2-TZVPD basis set) on a single C3H6O molecule.

```
! RIJCOSX wB97M-V def2-TZVPD def2/J DEFGRID3
* xyz 0 1
C 0.06 0.76 -0.07
C -1.09 -0.28 0.04
O -0.09 -1.37 -0.11
C 1.00 -0.44 0.07
H 0.21 1.22 -1.05
H 0.03 1.62 0.68
H -1.69 -0.30 0.95
H -1.77 -0.29 -0.77
H 1.78 -0.39 -0.76
H 1.56 -0.53 1.01
*
```

Values from the calculation:
- HOMO level: -9.8 eV
- Structure (SMILES): C1COC1
- Kohn-Sham gap: 10.938 eV

Here are the Löwdin charges for atoms 1 to 6, given in e: C -0.14; C -0.14; O -0.13; C -0.22; H 0.10; H 0.11



The structure with the least stability is one).



one) ORCA calculation (ωB97M-V with the def2-TZVPD basis set) on a molecular structure, C3H6O.

```
! RIJCOSX wB97M-V def2-TZVPD def2/J DEFGRID3
* xyz 0 1
C -1.25 0.29 0.21
C 0.05 -0.47 0.03
C 1.30 0.24 -0.12
O 1.53 1.41 -0.29
H -1.34 0.69 1.24
H -2.11 -0.36 0.04
H -1.31 1.14 -0.46
H 0.14 -1.40 0.58
H 0.79 -0.99 -0.99
H 2.14 -0.57 -0.25
*
```

Values from the calculation:
- HOMO level: -9.7 eV
- Kohn-Sham gap: 10.567 eV

Here are the Löwdin charges for atoms 1 to 6, given in e: C -0.08; C -0.19; C -0.45; O 0.03; H 0.09; H 0.07



two) ORCA calculation (ωB97M-V with the def2-TZVPD basis set) on 2 unconnected molecules or ions with the total composition C3H6O.

```
! RIJCOSX wB97M-V def2-TZVPD def2/J DEFGRID3
* xyz 0 1
C 0.91 1.85 3.08
C -0.08 2.36 3.77
H 1.95 2.09 3.34
H 0.80 1.15 2.27
H -0.08 3.10 4.58
H -1.06 2.04 3.51
C -0.60 -3.17 -5.14
O -0.73 -2.06 -5.59
H 0.33 -3.47 -4.60
H -1.44 -3.88 -5.21
*
```

Values from the calculation:
- HOMO level: -10.3 eV
- Structure (SMILES): C=C.C=O
- Kohn-Sham gap: 11.138 eV

Here are the Löwdin charges for atoms 1 to 6, given in e: C -0.09; C -0.09; H 0.05; H 0.04; H 0.06; H 0.03



three) ORCA calculation (ωB97M-V with the def2-TZVPD basis set) on a single C3H6O molecule.

```
! RIJCOSX wB97M-V def2-TZVPD def2/J DEFGRID3
* xyz 0 1
O 1.67 -0.51 -0.22
C 0.34 -0.24 -0.60
C -0.26 0.98 0.00
C -0.78 -0.39 0.38
H 1.66 -1.00 0.61
H 0.16 -0.50 -1.65
H -0.89 1.67 -0.55
H 0.44 1.43 0.69
H -1.75 -0.68 -0.02
H -0.58 -0.77 1.37
*
```

Values from the calculation:
- HOMO level: -9.8 eV
- Structure (SMILES): OC1CC1
- Kohn-Sham gap: 10.885 eV

Here are the Löwdin charges for atoms 1 to 6, given in e: O -0.03; C -0.39; C -0.11; C -0.11; H 0.09; H 0.14



four) ORCA calculation (ωB97M-V with the def2-TZVPD basis set) on a molecular structure, C3H6O.

```
! RIJCOSX wB97M-V def2-TZVPD def2/J DEFGRID3
* xyz 0 1
C 1.39 -0.49 0.53
C 0.35 0.33 0.93
C -0.03 0.40 -0.42
O -0.74 -0.47 -1.02
H 1.39 -1.57 0.65
H 0.29 1.30 -1.01
H 2.34 0.02 0.30
H -3.88 1.42 0.28
H -4.29 0.95 -0.10
H -0.26 0.25 1.80
*
```

Values from the calculation:
- HOMO level: -8.8 eV
- Kohn-Sham gap: 7.866 eV

Here are the Löwdin charges for atoms 1 to 6, given in e: C 0.04; C -0.08; C -0.37; O -0.02; H 0.10; H 0.14



The structure with the least stability is four).



one) ORCA calculation (ωB97M-V with the def2-TZVPD basis set) on 2 unconnected molecules or ions with the total composition C3H6O.

```
! RIJCOSX wB97M-V def2-TZVPD def2/J DEFGRID3
* xyz 0 1
C -1.62 0.55 0.01
C -1.30 -0.67 -0.37
O -1.27 -1.76 -0.77
H -1.06 1.21 0.67
H -2.69 0.43 0.07
C 1.58 0.05 0.08
H 1.10 -0.78 0.59
H 2.18 0.59 0.81
H 2.22 -0.34 -0.71
H 0.85 0.72 -0.38
*
```

Values from the calculation:
- HOMO level: -9.4 eV
- Structure (SMILES): C=C=O.C
- Kohn-Sham gap: 10.270 eV

Here are the Löwdin charges for atoms 1 to 6, given in e: C -0.01; C -0.32; O 0.16; H 0.06; H 0.06; C -0.04



two) ORCA calculation (ωB97M-V with the def2-TZVPD basis set) on a single C3H6O molecule.

```
! RIJCOSX wB97M-V def2-TZVPD def2/J DEFGRID3
* xyz 0 1
C -1.53 0.29 0.35
C 0.48 -0.43 0.67
O -0.20 0.72 0.69
C 1.51 -0.29 -0.41
H -2.03 1.22 0.09
H -1.50 -0.35 -0.54
H -2.00 -0.26 1.17
H 1.37 -1.17 -1.04
H 1.40 0.63 -1.00
H 2.50 -0.36 0.04
*
```

Values from the calculation:
- HOMO level: -8.2 eV
- Kohn-Sham gap: 8.853 eV

Here are the Löwdin charges for atoms 1 to 6, given in e: C -0.10; C -0.09; O -0.19; C -0.12; H 0.09; H 0.09



three) ORCA calculation (ωB97M-V with the def2-TZVPD basis set) on 2 unconnected molecules or ions with the total composition C3H6O.

```
! RIJCOSX wB97M-V def2-TZVPD def2/J DEFGRID3
* xyz 0 1
C -1.50 -0.47 0.16
C -0.34 0.15 -0.40
C 0.97 0.55 0.26
O -1.46 0.89 -0.11
H -2.15 -0.99 -0.40
H -1.56 -0.67 1.16
H -0.17 -0.19 -1.94
H 0.82 1.07 1.12
H 1.52 1.13 -0.34
H 1.44 -0.40 0.49
*
```

Values from the calculation:
- HOMO level: -9.8 eV
- Kohn-Sham gap: 11.003 eV

Here are the Löwdin charges for atoms 1 to 6, given in e: C -0.16; C -0.36; C -0.03; O -0.02; H 0.07; H 0.09



four) ORCA calculation (ωB97M-V with the def2-TZVPD basis set) on a single C3H6O molecule.

```
! RIJCOSX wB97M-V def2-TZVPD def2/J DEFGRID3
* xyz 0 1
O 1.84 -0.20 -0.31
C 0.55 -0.11 0.23
C -0.64 0.72 -0.18
C -0.74 -0.87 -0.24
H 2.18 0.79 0.10
H 0.54 -0.41 1.30
H -0.92 1.54 -1.06
H -0.95 1.13 0.74
H -1.24 -1.31 0.64
H -0.61 -1.29 -1.22
*
```

Values from the calculation:
- HOMO level: -9.8 eV
- Structure (SMILES): OC1CC1
- Kohn-Sham gap: 10.583 eV

Here are the Löwdin charges for atoms 1 to 6, given in e: O -0.08; C -0.46; C -0.12; C -0.07; H 0.20; H 0.14



The structure with the least stability is two).



one) ORCA calculation (ωB97M-V with the def2-TZVPD basis set) on 2 unconnected molecules or ions with the total composition C7H14O.

```
! RIJCOSX wB97M-V def2-TZVPD def2/J DEFGRID3
* xyz 0 1
C 0.92 1.90 -1.97
C 0.87 0.92 -1.01
C -0.11 0.98 0.17
C 0.23 -0.08 1.26
C 1.33 -0.81 1.31
C -0.90 -0.43 2.30
C -1.36 0.85 3.00
H 1.77 2.08 -2.57
H 0.09 2.55 -2.23
H 1.55 0.08 -1.17
H 0.11 2.00 0.68
H -1.23 0.92 0.04
H 1.88 -0.86 0.22
H 1.87 -1.19 2.17
H -1.66 -0.97 1.91
H -0.39 -1.18 2.96
H -2.10 1.41 2.27
H -1.95 0.59 3.88
H -0.69 1.54 3.40
O -0.63 -2.73 -4.19
H -0.16 -2.03 -4.64
H 0.09 -3.07 -3.75
*
```

Values from the calculation:
- HOMO level: -8.9 eV
- Structure (SMILES): C=CCC(=C)CC.O
- Kohn-Sham gap: 9.666 eV

Here are the Löwdin charges for atoms 1 to 6, given in e: C 0.00; C -0.16; C -0.16; C -0.32; C 0.01; C -0.20



two) ORCA calculation (ωB97M-V with the def2-TZVPD basis set) on 2 unconnected molecules or ions with the total composition C7H14O.

```
! RIJCOSX wB97M-V def2-TZVPD def2/J DEFGRID3
* xyz 0 1
C -2.55 2.35 0.20
C -2.64 0.89 0.34
C -2.01 -0.11 -0.23
O -2.17 -1.46 0.05
H -3.13 2.66 -0.64
H -1.51 2.42 -0.18
H -2.81 2.92 1.04
H -3.51 0.54 0.87
H -1.16 0.06 -0.93
H -2.91 -1.66 0.73
C 1.14 -1.92 -1.29
C 1.21 -1.02 -0.35
C 1.81 0.32 -0.60
C 0.88 -1.36 1.08
H 1.53 -1.66 -2.36
H 0.59 -2.84 -1.16
H 2.92 0.47 -0.58
H 1.49 1.13 0.07
H 1.52 0.92 -1.49
H 0.16 -0.75 1.67
H 0.49 -2.35 1.22
H 1.70 -1.40 1.82
*
```

Values from the calculation:
- HOMO level: -8.7 eV
- Structure (SMILES): C/C=C/O.C=C(C)C
- Kohn-Sham gap: 9.517 eV

Here are the Löwdin charges for atoms 1 to 6, given in e: C -0.09; C -0.19; C -0.23; O -0.05; H 0.07; H 0.08



The structure with the least stability is one).